Record 1
Below is an isolated ion of composition C11H22P and charge +1 in a non-equilibrium geometry, with properties calculated with ωB97M-V/def2-TZVPD.

Element x y z (Å)
C: 0.13373 -3.14095 -0.55273
C: 0.40037 -2.02939 0.19361
C: 1.07898 1.92432 -0.10375
C: -0.00904 1.75624 1.01976
C: 1.71495 0.64839 -0.56705
C: -0.95619 0.79119 0.26177
C: 0.97734 -2.02129 1.55502
C: 2.62449 0.90241 -1.76348
C: -2.94587 1.06583 1.62153
C: -0.55897 -0.50350 -2.22741
C: -1.96800 0.02981 1.17156
P: 0.18963 -0.38844 -0.61731
H: -0.46079 -3.35012 -1.46537
H: 0.35459 -4.11696 -0.10224
H: 0.57723 2.41162 -0.93392
H: 1.97376 2.63044 0.19438
H: 0.50692 1.11603 1.83977
H: -0.36548 2.63541 1.26594
H: 2.27516 0.13336 0.19775
H: -1.43563 1.30480 -0.54899
H: 1.56714 -2.94056 1.76957
H: 0.06039 -2.09933 2.21486
H: 1.41158 -1.06996 1.70964
H: 2.39278 1.61527 -2.58932
H: 2.96017 -0.06547 -2.32720
H: 3.64294 1.26501 -1.36550
H: -2.53845 1.89032 2.12188
H: -3.65006 0.66888 2.39134
H: -3.58384 1.49793 0.75243
H: -0.72544 0.56996 -2.67900
H: -1.58755 -0.69548 -2.09236
H: -0.16194 -1.10757 -2.96320
H: -2.44610 -0.85324 0.56214
H: -1.44884 -0.47497 2.05591

- Total charge: +1
- M: 185.3 g mol⁻¹
- LUMO: -0.109 hartree
- E_HOMO: -0.503 Eh
- Frontier orbital gap: 10.7 eV
- Relative energy (zero: lowest compared OMol25 entry of this formula, charge and spin): 0.000 eV



Record 2
Below is a 3-piece molecular cluster, C11H23B3F3IO6P2S overall in a non-equilibrium geometry, with properties calculated with ωB97M-V/def2-TZVPD.

Element x y z (Å)
O: 0.23509 5.13826 -0.08504
P: -0.97375 5.32444 -1.21085
I: -2.82298 5.73251 0.29879
B: -1.32975 3.43420 -1.47417
O: -0.24054 2.57855 -1.50358
B: -0.41190 1.50591 -0.61160
C: 0.61350 1.11363 0.49602
C: 2.07856 0.90692 0.06252
C: 2.88716 2.16900 -0.13173
F: 2.74492 3.02811 0.89873
F: 4.19187 1.89986 -0.22668
F: 2.56516 2.86274 -1.24103
O: -1.65381 0.85362 -0.72040
B: -2.69827 1.76538 -0.72877
P: -4.19732 1.57487 0.49553
S: -5.95495 1.74688 -0.33837
O: -2.60521 2.86626 -1.55743
H: 1.05550 4.82691 -0.51015
H: 0.57701 1.84067 1.32461
H: 0.27626 0.16093 0.92724
H: 2.60024 0.35664 0.85948
H: 2.15747 0.30233 -0.85275
H: -3.91193 2.52765 1.49248
H: -3.93954 0.37351 1.17715
C: -0.60735 -1.49121 -4.55730
C: 0.29355 -2.71371 -4.38569
C: 1.00775 -2.38446 -3.08003
O: 0.08444 -1.62027 -2.30033
C: -1.01781 -1.21383 -3.11805
H: -1.46171 -1.66084 -5.21048
H: -0.03163 -0.65388 -4.95736
H: -0.31090 -3.61572 -4.27179
H: 0.98533 -2.86855 -5.21226
H: 1.90570 -1.78398 -3.26301
H: 1.29530 -3.27025 -2.51227
H: -1.90375 -1.79477 -2.84139
H: -1.22170 -0.16241 -2.92545
C: 0.68884 -3.35183 3.98475
C: 0.80461 -2.26707 5.05476
C: 1.30910 -1.08452 4.23818
O: 0.75650 -1.24178 2.92874
C: 0.19430 -2.54966 2.78844
H: 0.01228 -4.16152 4.25343
H: 1.67042 -3.78144 3.77484
H: -0.17807 -2.04636 5.47622
H: 1.47549 -2.52727 5.87191
H: 2.40188 -1.08959 4.16693
H: 0.99394 -0.12001 4.63798
H: -0.89789 -2.47001 2.78898
H: 0.50865 -2.96489 1.83027

- M: 561.6 g mol⁻¹
- LUMO: -0.007 hartree
- E_HOMO: -0.314 Eh
- Frontier orbital gap: 8.3 eV



Record 3
Below is an isolated ion of composition C11H23BNO6 and charge -1 in a non-equilibrium geometry, with properties calculated with ωB97M-V/def2-TZVPD.

Element x y z (Å)
C: -3.24503 0.78918 -4.00084
C: -1.81651 0.29184 -4.38634
O: -0.90800 0.70466 -3.36404
C: -0.27438 -0.45318 -2.83442
C: 0.78172 -0.11470 -1.72511
O: 1.38074 1.14833 -1.88777
C: 1.08166 2.04497 -0.79849
C: 2.21456 2.07719 0.27609
O: 1.73219 2.18819 1.59707
C: 1.49915 0.87772 2.13704
C: 0.40469 0.89360 3.22324
N: 0.22130 -0.40526 3.89334
B: -0.22726 -1.47317 2.97594
O: -1.51163 -1.59242 2.42937
C: 0.87576 -2.59137 2.57183
C: 0.71899 -3.13010 1.11435
C: -0.98131 1.48163 2.73941
O: -1.96930 1.27181 3.46247
O: -1.09065 2.16483 1.69039
H: -3.22437 1.83866 -3.65422
H: -3.92347 0.69740 -4.87211
H: -3.60359 0.16007 -3.16344
H: -1.51171 0.61537 -5.40111
H: -1.88923 -0.81850 -4.40911
H: -1.04718 -1.11297 -2.37189
H: 0.20925 -1.05851 -3.63745
H: 0.29974 -0.27498 -0.74120
H: 1.57116 -0.89847 -1.81421
H: 0.08047 1.81043 -0.38966
H: 1.00729 3.06118 -1.24107
H: 2.90139 1.20985 0.12362
H: 2.81279 2.99593 0.08637
H: 1.27936 0.20978 1.27692
H: 2.44525 0.54233 2.63101
H: 0.75332 1.60724 4.00514
H: -0.42933 -0.29899 4.67161
H: -1.59953 -1.15931 1.56810
H: 0.93003 -3.38177 3.34667
H: 1.84743 -2.04610 2.60402
H: -0.25784 -3.60953 0.91946
H: 1.49207 -3.92133 0.97027
H: 0.97000 -2.34156 0.37877

- Total charge: -1
- M: 276.1 g mol⁻¹
- LUMO: 0.107 hartree
- E_HOMO: -0.145 Eh
- Frontier orbital gap: 6.8 eV
- Relative energy (zero: lowest compared OMol25 entry of this formula, charge and spin): 0.859 eV



Record 4
Below is C11H23BaBrNO2P2 as an isolated structure in a non-equilibrium geometry, with properties calculated with ωB97M-V/def2-TZVPD.

Element x y z (Å)
Ba: -0.00301 -0.04512 1.17498
P: 2.04079 -1.06582 1.44008
C: 2.34549 -1.53042 -0.36822
C: 1.04629 -1.83322 -1.10382
N: -0.08411 -1.27362 -0.59552
C: -1.26231 -1.49302 -1.23612
C: -1.35041 -2.27122 -2.39372
C: -0.18101 -2.83392 -2.91242
C: 1.03649 -2.61332 -2.26312
C: -2.50321 -0.88422 -0.59662
P: -2.08011 0.61778 0.47438
H: 1.95219 -3.03332 -2.65262
H: -2.30081 -2.43802 -2.87852
H: -0.21751 -3.43572 -3.80872
H: -3.23411 -0.60322 -1.35492
H: -2.96201 -1.64402 0.03608
H: 2.80889 -0.70502 -0.84932
H: 3.03529 -2.37212 -0.42342
H: 1.76209 3.77148 -1.22192
O: 2.60209 3.64348 -1.82002
H: 2.35629 3.97858 -2.72652
H: -1.55331 4.82098 0.83028
O: -1.16821 5.62458 0.35058
H: -1.61661 6.42448 0.75768
C: -2.30141 2.00928 -0.77512
H: -3.28431 1.95408 -1.24292
H: -2.20581 2.97618 -0.28102
H: -1.54171 1.93578 -1.55412
C: -3.64171 0.78278 1.51278
H: -3.59971 1.69598 2.10718
H: -4.52421 0.82218 0.87428
H: -3.73741 -0.06902 2.18628
C: 2.10889 -2.74872 2.27808
H: 3.03109 -3.26842 2.01868
H: 2.06819 -2.62872 3.36088
H: 1.26249 -3.35762 1.95998
C: 3.69579 -0.29562 1.89598
H: 3.72259 -0.06462 2.96078
H: 4.51199 -0.97962 1.66338
H: 3.84539 0.62548 1.33148
Br: 0.12079 1.80458 3.84478

- Total charge: +1
- M: 480.5 g mol⁻¹
- LUMO: -0.148 hartree
- E_HOMO: -0.365 Eh
- Frontier orbital gap: 5.9 eV
- Relative energy (zero: lowest compared OMol25 entry of this formula, charge and spin): 11.998 eV



Record 5
Below is C11H23Br10NaO as an isolated structure in a non-equilibrium geometry, with properties calculated with ωB97M-V/def2-TZVPD.

Element x y z (Å)
Na: 0.92242 -2.19808 2.32392
C: 0.15008 -0.62616 -0.35348
O: 0.96337 -0.33029 0.69431
H: -0.74429 -1.08764 0.06513
H: -0.12101 0.23536 -0.96372
H: 0.55313 -1.38777 -1.02100
Br: 0.74156 0.82752 5.05992
C: 1.69591 2.26329 4.13112
C: 2.94759 1.67590 3.36400
Br: 4.17664 3.14241 2.97358
H: 1.92681 3.03195 4.86863
H: 0.94649 2.69654 3.46872
H: 2.77567 1.18859 2.40428
H: 3.50602 0.94832 3.95298
Br: 1.33656 -0.58398 -5.91747
C: 0.39402 0.77700 -4.79572
C: -0.85702 0.18801 -3.98874
Br: -2.09992 -0.72553 -5.22162
H: 0.06496 1.57902 -5.45646
H: 1.07064 1.29861 -4.11881
H: -1.43807 0.87977 -3.37886
H: -0.51464 -0.53656 -3.24990
Br: 1.49116 -6.29979 -1.63279
C: 1.09434 -4.45872 -2.10881
C: 2.37190 -3.64373 -1.82235
Br: 2.80420 -3.80474 0.13910
H: 0.21879 -4.12835 -1.54991
H: 0.88263 -4.46713 -3.17803
H: 2.21264 -2.60863 -2.12453
H: 3.13827 -4.06013 -2.47610
Br: -4.46346 -2.10944 -0.45538
C: -3.55723 -1.91832 1.31306
C: -3.54826 -0.46486 1.75977
Br: -2.91143 -0.22852 3.66851
H: -2.55770 -2.33304 1.18245
H: -4.24882 -2.43664 1.97724
H: -4.49495 0.05497 1.61262
H: -2.90099 0.19185 1.17849
Br: 0.95263 4.40121 -0.71834
C: 0.04209 4.21171 0.99396
C: -1.00946 3.07894 0.92399
Br: -2.25853 3.16118 2.43100
H: -0.37000 5.18678 1.25379
H: 0.75352 4.16995 1.81872
H: -0.55261 2.09461 1.02633
H: -1.48564 3.15457 -0.05357

- M: 993.3 g mol⁻¹
- LUMO: -0.041 hartree
- E_HOMO: -0.271 Eh
- Frontier orbital gap: 6.3 eV



Record 6
Below is C11H23BrCeNO2P2 as an isolated structure in a non-equilibrium geometry, with properties calculated with ωB97M-V/def2-TZVPD.

Element x y z (Å)
Ce: 0.50605 1.26325 0.45770
P: 2.26239 -1.03540 1.58345
C: 2.35854 -1.29781 -0.25654
C: 1.07392 -1.55050 -1.00597
N: -0.04972 -0.87586 -0.64481
C: -1.26223 -1.25605 -1.12909
C: -1.34483 -2.16246 -2.17393
C: -0.17089 -2.69788 -2.67612
C: 1.04465 -2.43150 -2.07394
C: -2.52645 -0.68106 -0.56055
P: -2.36687 0.87138 0.43047
H: 1.94747 -2.91518 -2.43743
H: -2.29556 -2.43640 -2.61588
H: -0.21348 -3.35600 -3.53165
H: -3.22301 -0.47825 -1.39120
H: -3.01571 -1.38890 0.13504
H: 2.90672 -0.42415 -0.68654
H: 3.02875 -2.16619 -0.32473
H: 1.23451 4.01577 -0.98961
O: 1.56427 3.09027 -0.97621
H: 2.13528 3.01937 -1.76105
H: -0.89220 4.51941 1.27337
O: -0.75918 4.68220 0.31527
H: -1.17590 5.55030 0.13936
C: -2.64416 2.06303 -0.94049
H: -3.65917 1.92117 -1.33896
H: -2.50500 3.09391 -0.58198
H: -1.90560 1.88101 -1.74021
C: -3.98336 0.89383 1.26851
H: -3.97416 1.75677 1.95219
H: -4.84505 0.95979 0.58217
H: -4.02494 -0.03454 1.86540
C: 2.41513 -2.77438 2.13462
H: 3.34954 -3.26125 1.81118
H: 2.35688 -2.77375 3.23405
H: 1.54336 -3.32226 1.74989
C: 4.00672 -0.55228 1.87888
H: 4.06528 -0.26146 2.94031
H: 4.76547 -1.32934 1.66680
H: 4.20988 0.35447 1.28294
Br: 0.06268 1.52694 3.13528

- Total charge: +2
- M: 483.3 g mol⁻¹
- LUMO (spin up / spin down): -0.241 / -0.240 hartree
- E_HOMO (spin up / spin down): -0.555 / -0.557 Eh
- Frontier orbital gap (spin up / spin down): 8.5 / 8.6 eV
- Relative energy (zero: lowest compared OMol25 entry of this formula, charge and spin): 0.505 eV
- 2S+1: 2



Record 7
Below is C11H23CdN2O4P2 as an isolated structure in a non-equilibrium geometry, with properties calculated with ωB97M-V/def2-TZVPD.

Element x y z (Å)
Cd: 0.51170 0.14189 -0.10002
P: -0.69541 0.00282 2.12788
C: -2.37121 0.41656 1.76859
C: -2.68316 0.86617 0.44891
N: -1.71996 0.80629 -0.55033
C: -1.80074 1.50925 -1.68088
C: -2.93971 2.29110 -1.92424
C: -4.04195 2.20373 -1.03878
C: -3.94841 1.37365 0.07421
C: -0.64768 1.55279 -2.65421
P: 0.46341 0.09621 -2.55161
H: -4.78942 1.29663 0.73489
H: -2.90902 2.94002 -2.80880
H: -4.91794 2.85198 -1.26305
H: -1.02601 1.58428 -3.66742
H: -0.03261 2.43954 -2.45447
H: -3.97114 -2.96279 -0.30382
H: -3.20465 -0.22145 2.17894
H: -0.87940 -2.96702 -1.58748
O: -3.28140 -3.62081 -0.01994
H: -3.60487 -4.11908 0.76437
H: -0.12835 -1.85671 -0.52574
O: -0.06220 -2.85729 -1.04862
H: -0.12594 -3.53600 -0.36764
C: -0.45924 -1.18588 -3.39262
H: -0.68463 -0.78830 -4.38619
H: 0.16862 -2.07838 -3.51097
H: -1.42117 -1.39411 -2.91013
C: 1.82614 0.63888 -3.62906
H: 2.43435 -0.24285 -3.89175
H: 1.37604 1.10331 -4.53018
H: 2.45263 1.36681 -3.07580
C: -0.24090 1.52826 3.08262
H: -0.63582 1.44187 4.12614
H: 0.84815 1.74710 3.07220
H: -0.76334 2.38075 2.58317
C: -0.54244 -1.54757 3.11247
H: 0.52243 -1.79809 3.27441
H: -1.00748 -1.51124 4.11164
H: -0.93841 -2.41581 2.55021
O: 2.57629 -0.04224 0.67618
N: 2.90440 1.19322 0.53389
O: 2.01463 1.84973 -0.09896

- Total charge: +1
- M: 421.7 g mol⁻¹
- LUMO (spin up / spin down): -0.164 / -0.164 hartree
- E_HOMO (spin up / spin down): -0.345 / -0.345 Eh
- Frontier orbital gap (spin up / spin down): 4.9 / 4.9 eV
- Relative energy (zero: lowest compared OMol25 entry of this formula, charge and spin): 4.404 eV



Record 8
Below is C11H23CeFNO2P2 as an isolated structure in a non-equilibrium geometry, with properties calculated with ωB97M-V/def2-TZVPD.

Element x y z (Å)
Ce: 0.15726 0.64934 0.34000
P: 2.26926 -1.13524 0.28010
C: 2.35825 -1.49564 -1.52834
C: 1.03383 -1.74103 -2.21188
N: -0.07804 -1.13948 -1.73089
C: -1.25034 -1.38876 -2.36188
C: -1.32950 -2.20290 -3.49289
C: -0.17527 -2.74325 -4.01442
C: 1.02236 -2.50794 -3.37888
C: -2.53828 -0.80467 -1.81409
P: -2.34614 0.72207 -0.80301
H: 1.95622 -2.93488 -3.73840
H: -2.29614 -2.34657 -3.97626
H: -0.21108 -3.34029 -4.90366
H: -3.19976 -0.60230 -2.67523
H: -3.05727 -1.57333 -1.19950
H: 2.87210 -0.64524 -2.04823
H: 3.00422 -2.37908 -1.68976
H: 1.71293 3.96610 -2.38068
O: 2.35548 3.45096 -2.89955
H: 2.38747 3.93013 -3.74159
H: -1.40798 4.82182 -0.20449
O: -1.10441 5.48440 -0.86890
H: -1.52205 6.30939 -0.54944
C: -2.45322 2.05097 -2.05840
H: -3.43791 2.03261 -2.55198
H: -2.33267 3.01724 -1.53170
H: -1.66549 1.92495 -2.82876
C: -3.82083 0.84057 0.23814
H: -3.70417 1.77273 0.82306
H: -4.73935 0.90484 -0.36212
H: -3.87903 -0.04134 0.90555
C: 2.26818 -2.78942 1.04250
H: 3.19260 -3.34714 0.80947
H: 2.21940 -2.61653 2.13472
H: 1.39314 -3.37519 0.69237
C: 3.85564 -0.35619 0.69044
H: 3.80920 -0.14193 1.77512
H: 4.69341 -1.03932 0.48939
H: 3.98743 0.57363 0.10140
F: 0.08526 1.50952 2.22377

- Total charge: +2
- M: 422.4 g mol⁻¹
- LUMO (spin up / spin down): -0.267 / -0.264 hartree
- E_HOMO (spin up / spin down): -0.584 / -0.584 Eh
- Frontier orbital gap (spin up / spin down): 8.6 / 8.7 eV
- Relative energy (zero: lowest compared OMol25 entry of this formula, charge and spin): 1.992 eV
- 2S+1: 2